Entry 1:
Below is one molecule with the formula C28H32N4O4 in a non-equilibrium geometry, with properties calculated with ωB97M-V/def2-TZVPD.

Highest occupied orbital energy, eV: -8.68
E_tot, a.u.: -1606.2279
Energy above the lowest of the compared OMol25 structures with the same formula, charge and spin, kJ/mol: 83.20
Max |F|, eV Å⁻¹: 1.356
Orbital gap, eV: 9.381
SMILES: Cc1ccc(N(C(=O)CNC(=O)c2ccco2)[C@H](C(=O)NC2CCCCC2)c2ccncc2)c(C)c1

```
! wB97M-V def2-TZVPD RIJCOSX def2/J DEFGRID3
* xyz 0 1
C -5.604 -2.352 0.955
C -4.238 -1.820 0.650
C -3.504 -2.335 -0.411
C -2.252 -1.834 -0.702
C -1.716 -0.803 0.059
N -0.421 -0.308 -0.269
C -0.146 0.476 -1.330
O 0.997 0.770 -1.637
C -1.322 0.987 -2.157
N -2.458 1.426 -1.394
C -3.691 0.898 -1.589
O -3.934 0.072 -2.449
C -4.718 1.400 -0.667
C -6.040 1.051 -0.568
C -6.564 1.794 0.512
C -5.528 2.539 0.989
O -4.410 2.311 0.287
C 0.679 -0.774 0.569
C 1.682 0.404 0.731
O 1.290 1.445 1.214
N 2.958 0.131 0.428
C 3.975 1.165 0.382
C 4.278 1.552 -1.065
C 5.334 2.651 -1.104
C 6.607 2.190 -0.401
C 6.307 1.787 1.040
C 5.247 0.689 1.083
C 1.292 -2.057 0.084
C 1.764 -2.987 1.007
C 2.342 -4.157 0.542
N 2.470 -4.446 -0.741
C 2.022 -3.566 -1.619
C 1.431 -2.362 -1.267
C -2.420 -0.287 1.148
C -1.880 0.822 2.001
C -3.677 -0.812 1.419
H -6.179 -2.463 0.038
H -6.140 -1.689 1.629
H -5.530 -3.334 1.423
H -3.921 -3.122 -1.021
H -1.686 -2.229 -1.531
H -0.931 1.800 -2.780
H -1.682 0.187 -2.814
H -2.313 2.100 -0.659
H -6.551 0.352 -1.195
H -7.568 1.778 0.881
H -5.466 3.246 1.793
H 0.265 -0.942 1.571
H 3.156 -0.705 -0.101
H 3.556 2.025 0.913
H 3.355 1.877 -1.547
H 4.646 0.672 -1.600
H 5.555 2.914 -2.140
H 4.947 3.543 -0.607
H 7.351 2.989 -0.413
H 7.027 1.334 -0.935
H 7.219 1.438 1.528
H 5.944 2.658 1.591
H 5.021 0.423 2.117
H 5.623 -0.204 0.578
H 1.680 -2.799 2.066
H 2.719 -4.903 1.230
H 2.146 -3.838 -2.659
H 1.100 -1.675 -2.029
H -0.944 1.222 1.618
H -1.708 0.462 3.016
H -2.607 1.630 2.063
H -4.237 -0.406 2.250
*
```

Entry 2:
Below is C19H29AuEuI2O3PS2 as an isolated structure in a non-equilibrium geometry, with properties calculated with ωB97M-V/def2-TZVPD.

Highest occupied orbital energy (spin up / spin down), eV: -19.51 / -19.59
E_tot, a.u.: -3544.6068
Max |F|, eV Å⁻¹: 8.681
⟨S²⟩: 20.018
Orbital gap (spin up / spin down), eV: 5.204 / 3.840

```
! wB97M-V def2-TZVPD RIJCOSX def2/J DEFGRID3
* xyz 4 9
I 1.494 4.815 1.853
I -0.393 5.103 -0.028
Au -1.245 0.664 -2.166
Eu 0.299 0.071 1.404
S -1.601 1.814 -0.051
S 0.831 1.485 -1.151
C -1.679 -1.197 1.692
C -3.322 2.303 0.370
C 2.423 1.389 -2.071
C -3.876 3.200 -0.723
C -4.137 1.027 0.526
C -3.221 3.066 1.682
C 2.500 2.577 -3.020
C 2.501 0.073 -2.822
C 3.511 1.507 -1.006
C -2.938 0.056 -2.967
C -0.947 -0.456 -3.772
O -2.463 -2.034 1.922
O -3.919 -0.321 -3.463
O -0.811 -1.136 -4.696
H -3.974 2.668 -1.674
H -3.223 4.069 -0.866
H -4.871 3.555 -0.425
H -4.269 0.514 -0.431
H -5.126 1.313 0.912
H -3.665 0.331 1.226
H -2.757 2.455 2.463
H -4.240 3.331 1.989
H -2.626 3.980 1.558
H 3.481 2.610 -3.515
H 2.361 3.512 -2.467
H 1.732 2.511 -3.796
H 3.488 -0.021 -3.296
H 1.735 0.016 -3.603
H 2.356 -0.769 -2.133
H 4.494 1.522 -1.497
H 3.472 0.656 -0.314
H 3.384 2.432 -0.426
C 3.088 -2.940 -0.132
P 1.518 -2.121 0.184
C 0.310 -3.154 -0.729
C 1.246 -2.621 1.949
C 1.936 -1.867 2.946
C 1.612 -2.042 4.297
C 0.636 -2.975 4.658
C -0.035 -3.719 3.686
C 0.268 -3.552 2.335
H 3.427 -2.650 -1.131
H 2.937 -4.020 -0.074
H 3.821 -2.625 0.614
H 0.648 -4.202 -0.664
H -0.719 -3.048 -0.342
H 0.338 -2.802 -1.776
H 2.721 -1.147 2.654
H 2.139 -1.473 5.059
H 0.401 -3.140 5.705
H -0.794 -4.451 3.966
H -0.257 -4.141 1.578
*
```

Entry 3:
Below is a 6-piece molecular cluster, C24H48BFN3O17S overall in a non-equilibrium geometry, with properties calculated with ωB97M-V/def2-TZVPD.

Highest occupied orbital energy, eV: -11.97
E_tot, a.u.: -2909.3699
Energy above the lowest of the compared OMol25 structures with the same formula, charge and spin, kJ/mol: 71.24
Max |F|, eV Å⁻¹: 1.536
Orbital gap, eV: 8.546

```
! wB97M-V def2-TZVPD RIJCOSX def2/J DEFGRID3
* xyz 1 1
C 1.612 8.501 1.844
C 1.070 7.164 2.368
O 2.093 6.363 2.881
C 1.666 5.071 3.331
B 2.740 3.992 2.756
N 3.183 3.930 1.389
O 3.250 3.069 3.663
C 0.204 4.724 3.014
C -0.137 3.251 3.368
C -1.490 3.108 4.103
F -1.215 3.055 5.454
N -0.179 5.069 1.600
C -1.641 4.926 1.346
C 0.248 6.490 1.253
N 0.902 6.491 -0.069
C 0.155 6.647 -1.030
S -0.740 6.626 -2.316
H 1.630 9.248 2.639
H 2.628 8.390 1.467
H 0.926 8.880 1.084
H 0.352 7.427 3.161
H 1.737 5.033 4.427
H 2.547 4.356 0.729
H 4.129 4.257 1.243
H 3.622 3.498 4.440
H -0.450 5.335 3.647
H -0.230 2.719 2.414
H 0.601 2.815 4.040
H -1.970 2.166 3.829
H -2.173 3.937 3.914
H 0.339 4.432 0.988
H -1.942 3.880 1.292
H -2.158 5.360 2.205
H -1.964 5.452 0.451
H -0.668 7.079 1.163
C -2.500 -3.208 2.546
O -1.829 -1.954 2.723
C -0.596 -2.059 3.211
O -0.030 -3.077 3.503
O -0.091 -0.825 3.314
C 1.240 -0.766 3.830
H -3.487 -2.998 2.144
H -1.963 -3.833 1.836
H -2.613 -3.721 3.499
H 1.938 -1.296 3.184
H 1.287 -1.164 4.842
H 1.518 0.286 3.853
C -5.479 -1.798 -3.480
O -4.339 -1.058 -3.038
C -3.699 -1.608 -2.006
O -4.002 -2.627 -1.448
O -2.664 -0.824 -1.695
C -1.885 -1.308 -0.599
H -5.905 -1.250 -4.316
H -5.186 -2.791 -3.817
H -6.221 -1.872 -2.687
H -1.451 -2.279 -0.833
H -2.488 -1.365 0.305
H -1.078 -0.597 -0.436
C -5.049 -9.051 1.610
O -4.377 -7.802 1.787
C -3.143 -7.912 2.277
O -2.585 -8.935 2.566
O -2.633 -6.683 2.392
C -1.301 -6.650 2.911
H -6.033 -8.824 1.210
H -4.512 -9.679 0.902
H -5.161 -9.566 2.563
H -0.616 -7.184 2.255
H -1.267 -7.070 3.915
H -1.001 -5.607 2.959
C 2.317 -5.869 -1.501
O 2.586 -4.972 -2.580
C 1.596 -4.123 -2.847
O 0.543 -4.061 -2.269
O 1.973 -3.352 -3.866
C 0.997 -2.385 -4.263
H 3.194 -6.499 -1.391
H 2.153 -5.320 -0.576
H 1.455 -6.495 -1.728
H 0.782 -1.698 -3.446
H 0.084 -2.875 -4.597
H 1.420 -1.822 -5.091
C 5.018 -1.264 -5.799
O 5.284 -0.370 -6.879
C 4.290 0.475 -7.143
O 3.237 0.531 -6.561
O 4.661 1.246 -8.163
C 3.682 2.206 -8.562
H 5.892 -1.897 -5.679
H 4.855 -0.713 -4.874
H 4.157 -1.893 -6.024
H 3.465 2.895 -7.746
H 2.771 1.712 -8.893
H 4.108 2.761 -9.393
*
```

Entry 4:
Below is C9H11N2O10P2W as an isolated structure, with properties calculated with ωB97M-V/def2-TZVPD.

Highest occupied orbital energy, eV: -11.33
E_tot, a.u.: -1961.3099
Energy above the lowest of the compared OMol25 structures with the same formula, charge and spin, kJ/mol: 56.86
Max |F|, eV Å⁻¹: 0.409
Orbital gap, eV: 6.400

```
! wB97M-V def2-TZVPD RIJCOSX def2/J DEFGRID3
* xyz 1 1
W 0.243 -0.030 0.195
O 3.784 1.916 0.133
C 2.973 1.077 0.319
O 1.752 1.009 -0.306
C 3.090 -0.055 1.294
C 4.093 -0.312 2.205
C 3.909 -1.371 3.090
C 2.746 -2.130 3.052
C 1.796 -1.802 2.109
N 1.988 -0.789 1.274
C 0.437 -2.415 1.897
O -0.011 -3.316 2.524
O -0.176 -1.806 0.862
H 4.981 0.303 2.226
H 4.673 -1.594 3.822
H 2.567 -2.949 3.734
N -2.198 2.314 -2.518
C -2.441 0.860 -2.698
C -3.727 0.332 -2.165
P -1.388 1.639 1.707
O -2.766 0.810 1.528
O -0.956 1.477 0.077
O -0.291 0.473 2.029
P -1.030 0.084 -3.051
O -1.333 -1.345 -3.613
O 0.130 0.870 -3.483
O -0.293 -0.605 -1.377
H -2.126 2.575 -1.529
H -2.931 2.870 -2.962
H -1.305 2.563 -2.961
H -3.831 0.487 -1.085
H -3.786 -0.739 -2.351
H -4.589 0.784 -2.664
H -3.380 0.796 2.273
H -0.604 -1.980 -3.589
*
```

Entry 5:
Below is a 2-piece molecular cluster, C32H33BF2O2S overall in a non-equilibrium geometry, with properties calculated with ωB97M-V/def2-TZVPD.

Highest occupied orbital energy, eV: -7.81
E_tot, a.u.: -2012.4916
Energy above the lowest of the compared OMol25 structures with the same formula, charge and spin, kJ/mol: 45.90
Max |F|, eV Å⁻¹: 4.185
Orbital gap, eV: 8.083
SMILES: CC1(C)OB([C@H](/C=C/c2cccc(F)c2)c2cccc(F)c2)OC1(C)C.Cc1ccc(-c2ccccc2)s1

```
! wB97M-V def2-TZVPD RIJCOSX def2/J DEFGRID3
* xyz 0 1
C -0.016 -4.377 1.911
C 0.683 -3.022 1.901
C 2.184 -3.218 1.781
O 0.231 -2.415 0.687
B -0.615 -1.398 1.064
C -0.454 -0.291 -0.209
C -0.864 1.010 0.370
C -1.687 1.896 -0.239
C -2.355 3.000 0.451
C -2.519 4.294 -0.097
C -3.127 5.303 0.644
C -3.730 5.022 1.886
C -3.632 3.714 2.371
F -4.275 3.391 3.543
C -2.904 2.731 1.723
C -1.465 -1.037 -1.064
C -1.158 -1.591 -2.318
C -2.090 -2.409 -2.973
C -3.354 -2.648 -2.425
C -3.626 -2.106 -1.171
F -4.832 -2.368 -0.579
C -2.711 -1.314 -0.474
O -0.867 -1.255 2.389
C 0.231 -1.984 3.030
C -0.306 -2.605 4.297
C 1.319 -0.947 3.369
H 0.388 -5.042 2.672
H -1.098 -4.269 2.046
H 0.150 -4.862 0.941
H 2.544 -3.656 2.719
H 2.428 -3.903 0.959
H 2.714 -2.270 1.600
H 0.556 -0.297 -0.631
H -0.381 1.299 1.315
H -1.890 1.769 -1.307
H -2.151 4.479 -1.104
H -3.152 6.324 0.260
H -4.263 5.785 2.452
H -2.768 1.746 2.167
H -0.178 -1.382 -2.751
H -1.830 -2.868 -3.930
H -4.114 -3.248 -2.919
H -2.964 -0.888 0.502
H 0.502 -3.130 4.826
H -0.697 -1.827 4.965
H -1.091 -3.330 4.080
H 2.157 -1.424 3.899
H 1.687 -0.422 2.470
H 0.899 -0.189 4.048
C 5.546 -1.740 -1.953
C 4.473 -0.748 -1.750
C 4.314 0.030 -0.609
C 3.278 0.994 -0.745
C 2.636 0.950 -1.975
C 1.583 1.809 -2.432
C 1.191 2.944 -1.680
C 0.317 3.869 -2.242
C -0.256 3.619 -3.492
C 0.057 2.452 -4.197
C 0.994 1.562 -3.688
S 3.281 -0.359 -2.936
H 6.359 -1.501 -1.260
H 5.189 -2.755 -1.733
H 5.943 -1.697 -2.972
H 4.938 -0.106 0.260
H 3.043 1.731 0.011
H 1.571 3.090 -0.668
H 0.093 4.792 -1.711
H -0.921 4.368 -3.939
H -0.409 2.246 -5.164
H 1.268 0.681 -4.276
*
```

Entry 6:
Below is a 6-piece molecular cluster, C5H23O6 overall in a non-equilibrium geometry, with properties calculated with ωB97M-V/def2-TZVPD.

Highest occupied orbital energy, eV: -13.09
E_tot, a.u.: -655.2885
Energy above the lowest of the compared OMol25 structures with the same formula, charge and spin, kJ/mol: 315.85
Max |F|, eV Å⁻¹: 12.851
Orbital gap, eV: 10.666

```
! wB97M-V def2-TZVPD RIJCOSX def2/J DEFGRID3
* xyz 1 1
O 0.062 0.101 0.251
H -0.757 -0.390 0.194
H 0.601 -0.246 -0.490
H 0.084 1.143 0.246
C 1.428 -3.391 1.174
O 1.557 -2.662 0.023
H 2.532 -3.714 1.402
H 0.873 -4.393 1.263
H 0.974 -2.912 2.096
H 2.186 -2.972 -0.609
C 3.193 0.271 -0.743
O 2.200 1.094 -1.253
H 3.982 1.102 -0.690
H 3.538 -0.585 -1.536
H 2.765 -0.164 -0.073
H 2.636 1.916 -1.467
C -0.115 2.850 1.925
O -0.275 2.781 0.557
H 0.997 2.617 2.216
H -0.696 2.043 2.357
H -0.463 3.736 2.266
H -0.396 3.654 0.207
C -3.712 -0.307 0.934
O -2.351 -0.856 0.991
H -4.307 -0.517 0.051
H -3.659 0.806 0.881
H -4.226 -0.659 1.889
H -2.280 -1.330 1.746
C -1.046 0.524 -2.728
O -0.663 -0.727 -2.094
H -1.924 0.269 -3.291
H -0.363 1.241 -3.251
H -1.350 1.126 -1.826
H -1.023 -1.454 -2.630
*
```

Entry 7:
Below is a 2-piece molecular cluster, C10H16 overall in a non-equilibrium geometry, with properties calculated with ωB97M-V/def2-TZVPD.

Highest occupied orbital energy, eV: -8.97
E_tot, a.u.: -390.5974
Energy above the lowest of the compared OMol25 structures with the same formula, charge and spin, kJ/mol: 101.11
Max |F|, eV Å⁻¹: 2.958
Orbital gap, eV: 10.004
SMILES: Cc1ccccc1.CCC

```
! wB97M-V def2-TZVPD RIJCOSX def2/J DEFGRID3
* xyz 0 1
C -1.890 -0.230 0.865
C -1.095 -1.125 -0.021
C -0.997 -0.876 -1.389
C -0.118 -1.594 -2.195
C 0.492 -2.704 -1.562
C 0.316 -3.046 -0.265
C -0.407 -2.185 0.574
H -2.127 -0.785 1.779
H -2.774 0.260 0.423
H -1.301 0.690 1.112
H -1.650 -0.158 -1.872
H 0.238 -1.275 -3.141
H 1.085 -3.334 -2.224
H 0.685 -3.965 0.174
H -0.608 -2.337 1.635
C 1.374 1.515 -0.573
C 1.064 1.664 0.909
C 0.367 2.945 1.451
H 2.349 1.116 -0.853
H 1.276 2.379 -1.223
H 0.686 0.827 -1.039
H 0.479 0.849 1.318
H 2.040 1.632 1.413
H -0.616 3.155 1.011
H 0.109 2.799 2.495
H 1.023 3.784 1.198
*
```

Entry 8:
Below is an isolated ion of composition C6H11O3S and charge -1 in a non-equilibrium geometry, with properties calculated with ωB97M-V/def2-TZVPD.

Highest occupied orbital energy (spin up / spin down), eV: -0.31 / -4.25
E_tot, a.u.: -858.8688
Max |F|, eV Å⁻¹: 4.903
⟨S²⟩: 2.006
Orbital gap (spin up / spin down), eV: 3.930 / 6.274

```
! wB97M-V def2-TZVPD RIJCOSX def2/J DEFGRID3
* xyz -1 3
C -0.227 -1.396 1.107
C -3.710 -0.276 0.584
C 1.580 0.595 0.061
C -0.308 2.220 -0.089
C -1.228 -1.475 -1.352
C 0.205 0.800 -0.546
O -3.887 -1.467 0.457
O -4.449 0.572 0.942
O -2.412 0.323 0.159
S -0.955 -0.309 0.043
H -0.771 -2.340 1.386
H 0.164 -0.934 2.048
H 2.071 -0.346 -0.425
H 2.156 1.493 -0.242
H 1.533 0.314 1.103
H 0.430 2.895 -0.625
H -0.515 2.151 1.029
H -1.318 2.436 -0.524
H -0.886 -0.834 -2.167
H -0.612 -2.384 -1.276
H -2.371 -1.601 -1.433
*
```

Entry 9:
Below is a 2-piece molecular cluster, C28H29BBrClN2O8S overall in a non-equilibrium geometry, with properties calculated with ωB97M-V/def2-TZVPD.

Highest occupied orbital energy, eV: -8.80
E_tot, a.u.: -5252.0795
Max |F|, eV Å⁻¹: 11.187
Orbital gap, eV: 7.067

```
! wB97M-V def2-TZVPD RIJCOSX def2/J DEFGRID3
* xyz 0 1
C -5.329 1.950 2.258
C -5.707 0.535 1.477
N -4.678 0.377 0.365
C -3.906 -0.907 0.573
C -2.755 -1.216 -0.555
C -1.207 -1.079 -0.012
C -0.370 -2.518 0.140
N -0.987 -3.884 -0.152
C -0.625 -4.217 -1.452
O -0.511 -4.226 -2.798
C 1.228 -2.545 0.632
C 1.909 -1.086 0.950
C 1.095 0.372 0.856
C -0.472 0.372 0.372
C -1.313 1.796 0.222
C -1.212 2.182 -1.402
O -0.579 1.361 -2.261
Cl -1.968 3.797 -1.906
C 1.970 1.747 1.230
O 1.504 2.753 1.977
C 3.530 1.741 0.627
C 4.154 3.109 -0.031
C 5.686 3.002 -0.651
B 6.288 4.391 -1.343
C 5.708 4.714 -2.883
O 7.263 5.298 -0.664
C 6.489 1.562 -0.587
C 7.983 1.494 -1.260
C 9.148 2.322 -0.457
O 9.189 2.580 0.852
Br 10.711 2.967 -1.598
C 5.862 0.183 0.097
C 4.344 0.282 0.714
C 3.518 -1.000 1.400
O 4.086 -1.887 2.238
C -5.401 0.421 -0.964
C -5.914 1.924 -1.482
O -5.702 -0.632 -1.737
H -4.612 1.665 3.144
H -6.322 2.474 2.590
H -4.678 2.613 1.516
H -6.795 0.615 1.011
H -5.595 -0.395 2.193
H -4.701 -1.791 0.493
H -3.435 -0.980 1.653
H -2.954 -2.320 -0.962
H -2.835 -0.526 -1.525
H 1.820 -3.559 0.730
H -0.816 2.698 0.784
H -2.422 1.731 0.589
H 3.489 4.087 -0.053
H 5.422 3.662 -3.359
H 4.713 5.344 -2.763
H 6.515 5.244 -3.553
H 7.836 5.638 -1.427
H 7.882 1.993 -2.340
H 8.240 0.367 -1.455
H 6.434 -0.837 0.140
H -5.263 2.330 -2.390
H -7.062 1.883 -1.745
H -5.726 2.686 -0.598
C -4.836 -7.058 0.539
S -5.042 -5.644 1.648
O -4.935 -4.400 0.818
C -3.469 -5.856 2.515
H -5.698 -7.101 -0.132
H -3.924 -6.941 -0.051
H -4.789 -7.978 1.124
H -2.641 -5.813 1.803
H -3.466 -6.816 3.037
H -3.362 -5.049 3.243
*
```